1.
A cluster of 2 separate species, C53H61F4N2 in total, computed with wB97M-V/def2-TZVPD.

Output
**Orbital gap**: 0.1027 hartree
**HOMO level**: -9.0 eV
**Charge**: +1

Last columns: bonded neighbours and bond lengths (Å).
CARTESIAN COORDINATES (ANGSTROEM)
1 F -6.1163 -8.4433 -1.1520  C20 1.378
2 F 3.5811 -6.4496 0.2522  C35 1.374
3 F 1.9064 -4.5212 4.2474  C14 1.380
4 F -1.9063 -9.3258 -3.1391  C7 1.377
5 N -0.5646 1.9318 1.2947  C9 1.447, C26 1.457, C30 1.393
6 N 1.0008 2.5296 -0.2153  C28 1.467, C29 1.454, C30 1.393
7 C -2.7307 -8.4886 -2.4212  F4 1.377, C17 1.390, C41 1.393
8 C -3.5249 3.0212 1.6216  C18 1.523, C24 1.533, C39 1.575, C58 1.535
9 C -1.5826 1.2009 2.0190  N5 1.447, C39 1.444, C40 1.424
10 C 2.8374 -5.4221 2.2590  C14 1.392, C35 1.399, H86 1.084
11 C 4.0615 2.1694 0.2449  C13 1.545, C19 1.538, C34 1.512, C52 1.563
12 C -0.2168 3.4771 -4.5099  C45 1.540, H63 1.098, H91 1.101, H107 1.098
13 C 5.3027 1.2951 -0.0423  C11 1.545, H77 1.101, H85 1.097, H101 1.100
14 C 1.8033 -4.7353 2.8884  F3 1.380, C10 1.392, C59 1.386
15 C -3.5581 -0.6753 2.6388  C31 1.389, C44 1.392, H104 1.086
16 C 0.9788 -1.0634 2.2262  C47 1.519, H97 1.095, H112 1.100, H120 1.092
17 C -2.2363 -7.2455 -2.0427  C7 1.390, C33 1.425, H73 1.089
18 C -2.9368 3.5965 0.3394  C8 1.523, H83 1.097, H103 1.101, H116 1.089
19 C 4.5466 3.4510 0.9431  C11 1.538, H60 1.097, H78 1.099, H88 1.101
20 C -4.8252 -8.0432 -1.4225  F1 1.378, C41 1.397, C53 1.387
21 C -1.2157 -4.6784 -0.8765  C23 1.423, C38 1.400, H67 1.100
22 C 0.3569 5.2431 -2.8530  C45 1.541, H102 1.100, H106 1.101, H111 1.098
23 C -0.5614 -3.8724 0.0967  C21 1.423, C27 1.444, H71 1.093
24 C -3.2876 3.9216 2.8389  C8 1.533, H92 1.095, H108 1.098, H118 1.098
25 C 1.8560 -0.3794 -1.9918  C46 1.392, C54 1.423, H89 1.096
26 C -0.0510 3.2047 1.7834  N5 1.457, C28 1.500, H70 1.101, H75 1.094
27 C 0.5923 -4.3898 0.7942  C23 1.444, C48 1.421, C59 1.430
28 C 0.8775 3.6690 0.7006  N6 1.467, C26 1.500, H65 1.102, H95 1.098
29 C 1.9294 2.6355 -1.3295  N6 1.454, C52 1.423, C55 1.430
30 C 0.1686 1.4905 0.1958  N5 1.393, N6 1.393, C42 1.402
31 C -2.2172 -0.9783 2.8362  C15 1.389, C40 1.398, H87 1.090
32 C 3.7932 2.9165 -3.4276  C36 1.380, C50 1.383, H62 1.087
33 C -3.0624 -6.3588 -1.2938  C17 1.425, C38 1.441, C53 1.433
34 C 3.1953 1.3391 1.1644  C11 1.512, H98 1.101, H114 1.087, H115 1.096
35 C 2.6543 -5.6632 0.8935  F2 1.374, C10 1.399, C48 1.389
36 C 4.2183 2.8347 -2.1173  C32 1.380, C52 1.394, H79 1.090
37 C 1.3880 -0.2980 -4.3713  C46 1.401, C57 1.401, H93 1.091
38 C -2.5436 -5.1126 -0.7884  C21 1.400, C33 1.441, H80 1.096
39 C -2.9731 1.5858 1.9599  C8 1.575, C9 1.444, C44 1.398
40 C -1.2337 0.0074 2.7132  C9 1.424, C31 1.398, C47 1.564
41 C -4.0146 -8.9397 -2.1233  C7 1.393, C20 1.397, H109 1.088
42 C -0.0428 0.2410 -0.4040  C30 1.402, C54 1.455, H82 1.086
43 C -1.0234 3.2384 -2.2330  C45 1.510, H61 1.084, H64 1.099, H100 1.101
44 C -3.9286 0.6192 2.2862  C15 1.392, C39 1.398, H105 1.094
45 C 0.1581 3.7262 -3.0370  C12 1.540, C22 1.541, C43 1.510, C55 1.565
46 C 2.2974 -0.4099 -3.3114  C25 1.392, C37 1.401, H94 1.094
47 C 0.1707 -0.3533 3.2984  C16 1.519, C40 1.564, C51 1.537, C56 1.527
48 C 1.5884 -5.1724 0.1495  C27 1.421, C35 1.389, H99 1.090
49 C -0.4334 -0.1324 -2.7905  C54 1.417, C57 1.392, H96 1.094
50 C 2.4342 2.9934 -3.6729  C32 1.383, C55 1.396, H68 1.085
51 C 0.0767 -1.2899 4.5134  C47 1.537, H69 1.098, H117 1.100, H119 1.095
52 C 3.3285 2.5390 -1.0856  C11 1.563, C29 1.423, C36 1.394
53 C -4.4005 -6.7884 -1.0119  C20 1.387, C33 1.433, H66 1.092
54 C 0.4868 -0.1093 -1.7131  C25 1.423, C42 1.455, C49 1.417
55 C 1.5011 3.0297 -2.6355  C29 1.430, C45 1.565, C50 1.396
56 C 0.9175 0.8692 3.8260  C47 1.527, H74 1.100, H81 1.100, H90 1.090
57 C 0.0161 -0.1912 -4.1066  C37 1.401, C49 1.392, H76 1.094
58 C -5.0391 3.0258 1.3671  C8 1.535, H84 1.098, H110 1.095, H113 1.095
59 C 0.6877 -4.2634 2.2152  C14 1.386, C27 1.430, H72 1.093
60 H 3.7268 4.1644 1.0896  C19 1.097
61 H -0.8262 3.3480 -1.1730  C43 1.084
62 H 4.5074 2.9626 -4.2460  C32 1.087
63 H -0.1926 2.4022 -4.7302  C12 1.098
64 H -1.2266 2.1767 -2.4308  C43 1.099
65 H 0.4641 4.5361 0.1613  C28 1.102
66 H -5.0888 -6.1409 -0.4655  C53 1.092
67 H -0.6108 -5.0336 -1.7232  C21 1.100
68 H 2.1077 3.0660 -4.7053  C50 1.085
69 H -0.4661 -0.7990 5.3317  C51 1.098
70 H 0.4779 3.0940 2.7422  C26 1.101
71 H -1.0341 -2.9917 0.5389  C23 1.093
72 H -0.1533 -3.8599 2.7843  C59 1.093
73 H -1.2179 -6.9555 -2.2984  C17 1.089
74 H 0.2619 1.4688 4.4741  C56 1.100
75 H -0.8571 3.9190 1.9736  C26 1.094
76 H -0.7064 -0.1561 -4.9276  C57 1.094
77 H 5.7304 0.9269 0.9027  C13 1.101
78 H 5.3171 3.9451 0.3354  C19 1.099
79 H 5.2834 2.9329 -1.9072  C36 1.090
80 H -3.2385 -4.5161 -0.1868  C38 1.096
81 H 1.7895 0.5516 4.4172  C56 1.100
82 H -0.8470 -0.3556 0.0176  C42 1.086
83 H -3.0384 2.8761 -0.4820  C18 1.097
84 H -5.3457 3.9949 0.9525  C58 1.098
85 H 6.0991 1.8456 -0.5582  C13 1.097
86 H 3.7127 -5.7773 2.7913  C10 1.084
87 H -1.9285 -1.9862 3.1352  C31 1.090
88 H 4.9765 3.2086 1.9273  C19 1.101
89 H 2.5550 -0.4890 -1.1547  C25 1.096
90 H 1.3098 1.4797 3.0127  C56 1.090
91 H -1.2419 3.8283 -4.7045  C12 1.101
92 H -2.2497 3.9111 3.1863  C24 1.095
93 H 1.7498 -0.2544 -5.4000  C37 1.091
94 H 3.3663 -0.5009 -3.5248  C46 1.094
95 H 1.8546 3.9716 1.0992  C28 1.098
96 H -1.4967 0.0027 -2.5708  C49 1.094
97 H 0.4120 -1.8917 1.7874  C16 1.095
98 H 3.7442 1.0571 2.0760  C34 1.101
99 H 1.4703 -5.4148 -0.9071  C48 1.090
100 H -1.9127 3.8440 -2.4678  C43 1.101
101 H 5.0366 0.4205 -0.6534  C13 1.100
102 H 1.1794 5.5966 -3.4930  C22 1.100
103 H -3.4816 4.5089 0.0535  C18 1.101
104 H -4.3210 -1.4348 2.7852  C15 1.086
105 H -4.9954 0.8607 2.2479  C44 1.094
106 H -0.5524 5.8039 -3.1198  C22 1.101
107 H 0.4437 4.0112 -5.2052  C12 1.098
108 H -3.9047 3.5581 3.6713  C24 1.098
109 H -4.3603 -9.9266 -2.4237  C41 1.088
110 H -5.3183 2.2651 0.6306  C58 1.095
111 H 0.6166 5.4810 -1.8125  C22 1.098
112 H 1.9365 -1.4460 2.6098  C16 1.100
113 H -5.6090 2.8792 2.2903  C58 1.095
114 H 2.3100 1.8949 1.4635  C34 1.087
115 H 2.8864 0.4186 0.6561  C34 1.096
116 H -1.8917 3.8863 0.4382  C18 1.089
117 H 1.0920 -1.5076 4.8772  C51 1.100
118 H -3.5761 4.9579 2.6182  C24 1.098
119 H -0.3955 -2.2543 4.2997  C51 1.095
120 H 1.1829 -0.3732 1.4049  C16 1.092

=====

2.
A cluster of 10 separate species, C40H60O30 in total, computed with wB97M-V/def2-TZVPD.

Output
**Energy relative to the best compared isomer or geometry (same formula, charge and spin)**: 5.4850 eV
**Orbital gap**: 0.3883 hartree
**HOMO level**: -10.6 eV

Last columns: bonded neighbours and bond lengths (Å).
CARTESIAN COORDINATES (ANGSTROEM)
1 O 2.7917 -7.3863 -1.0770  C34 1.430, C56 1.313
2 O -3.1902 4.0675 -7.9625  C35 1.356, C61 1.346
3 O -1.1543 4.0011 -8.9922  C61 1.221
4 O -4.9388 7.0278 5.2447  C33 1.327, C62 1.397
5 O 0.1009 1.6838 5.9995  C64 1.253
6 O -0.5439 0.5370 7.9597  C64 1.394, C68 1.428
7 O -5.8442 -0.5136 0.1938  C36 1.400, C43 1.297
8 O 5.6582 2.6016 2.1014  C31 1.428, C59 1.353
9 O -4.7862 7.4897 3.1028  C33 1.322, C45 1.382
10 O 7.1383 3.4743 0.5727  C59 1.236
11 O 1.7723 3.9164 -3.6690  C58 1.403, C67 1.343
12 O 3.4400 -4.4507 4.8902  C39 1.393, C63 1.364
13 O 3.6155 2.6612 -3.0393  C67 1.243
14 O -4.6048 9.1846 4.4981  C33 1.231
15 O -1.8685 0.7299 6.2289  C51 1.439, C64 1.267
16 O 5.2173 -7.4906 -6.4142  C44 1.234
17 O 5.5747 4.7672 1.6078  C48 1.418, C59 1.344
18 O 3.9639 -5.6367 -5.6718  C44 1.402, C53 1.421
19 O 1.1969 -4.7087 5.0633  C63 1.194
20 O 0.3638 -1.4866 -2.0014  C41 1.326, C47 1.369
21 O -1.3280 -0.3955 -3.1290  C41 1.215
22 O -0.8466 -0.0492 -0.9921  C41 1.319, C65 1.353
23 O 3.5803 4.9249 -2.9771  C67 1.333, C70 1.433
24 O 2.2950 -2.9760 6.0837  C54 1.400, C63 1.369
25 O -7.0118 1.0978 1.2958  C43 1.255
26 O -8.0071 -0.6680 0.3620  C43 1.311, C69 1.388
27 O 1.7151 -6.4862 0.5536  C52 1.460, C56 1.321
28 O 3.5903 -5.4597 -0.2176  C56 1.233
29 O 6.1817 -5.5492 -5.6278  C44 1.354, C46 1.401
30 O -2.8917 2.6457 -9.6286  C55 1.375, C61 1.362
31 C 4.6058 3.1139 2.9201  O8 1.428, C48 1.529, H104 1.090, H105 1.090
32 C -2.8410 -1.4430 6.4007  C51 1.553, H75 1.090, H101 1.090, H116 1.090
33 C -4.7732 7.9770 4.3319  O4 1.327, O9 1.322, O14 1.231
34 C 1.8269 -8.3800 -0.7192  O1 1.430, C52 1.519, H78 1.090, H81 1.090
35 C -4.2491 3.2235 -7.9011  O2 1.356, C55 1.520, H86 1.090, H93 1.090
36 C -6.0784 -1.8378 -0.1944  O7 1.400, C38 1.469, C69 1.544, H107 1.090
37 C -4.3184 0.9471 -9.1166  C55 1.538, H72 1.090, H106 1.090, H108 1.090
38 C -5.3388 -2.8903 0.5146  C36 1.469, H82 1.090, H112 1.090, H129 1.090
39 C 4.4383 -3.6418 5.4278  O12 1.393, C54 1.560, C60 1.501, H98 1.090
40 C -0.4456 -0.4267 1.2360  C65 1.524, H84 1.090, H109 1.090, H120 1.090
41 C -0.6611 -0.6579 -2.1476  O20 1.326, O21 1.215, O22 1.319
42 C 3.1686 5.1087 2.0106  C48 1.591, H87 1.090, H115 1.090, H127 1.090
43 C -6.9346 0.0343 0.6342  O7 1.297, O25 1.255, O26 1.311
44 C 5.1380 -6.3466 -5.9583  O16 1.234, O18 1.402, O29 1.354
45 C -4.9688 6.1203 3.1208  O9 1.382, C49 1.588, C62 1.526, H95 1.090
46 C 5.7679 -4.2617 -5.2632  O29 1.401, C53 1.526, C57 1.573, H76 1.090
47 C 0.8275 -1.5223 -0.7135  O20 1.369, C65 1.544, H99 1.090, H122 1.090
48 C 4.5627 4.6056 2.5880  O17 1.418, C31 1.529, C42 1.591, H96 1.090
49 C -3.6947 5.4924 2.4112  C45 1.588, H73 1.090, H77 1.090, H94 1.090
50 C 0.1276 5.5885 -3.5099  C58 1.494, H89 1.090, H90 1.090, H119 1.090
51 C -2.5658 -0.1166 7.1602  O15 1.439, C32 1.553, C68 1.475, H92 1.090
52 C 1.0251 -7.7660 0.4159  O27 1.460, C34 1.519, C66 1.563, H128 1.090
53 C 4.2428 -4.3095 -5.2467  O18 1.421, C46 1.526, H74 1.090, H83 1.090
54 C 3.6203 -2.5321 6.1588  O24 1.400, C39 1.560, H80 1.090, H130 1.090
55 C -4.1953 2.4764 -9.2237  O30 1.375, C35 1.520, C37 1.538, H117 1.090
56 C 2.7656 -6.3756 -0.2389  O1 1.313, O27 1.321, O28 1.233
57 C 6.4638 -3.1691 -6.1565  C46 1.573, H97 1.090, H102 1.090, H110 1.090
58 C 1.4800 5.2380 -4.0402  O11 1.403, C50 1.494, C70 1.517, H125 1.090
59 C 6.2013 3.6019 1.3693  O8 1.353, O10 1.236, O17 1.344
60 C 5.4461 -3.2042 4.4049  C39 1.501, H91 1.090, H111 1.090, H121 1.090
61 C -2.3057 3.6139 -8.8708  O2 1.346, O3 1.221, O30 1.362
62 C -5.1600 5.8073 4.6018  O4 1.397, C45 1.526, H79 1.090, H123 1.090
63 C 2.2015 -4.1402 5.3686  O12 1.364, O19 1.194, O24 1.369
64 C -0.7597 1.1116 6.7076  O5 1.253, O6 1.394, O15 1.267
65 C 0.1857 -0.2414 -0.1382  O22 1.353, C40 1.524, C47 1.544, H100 1.090
66 C -0.4943 -7.4899 0.1731  C52 1.563, H71 1.090, H85 1.090, H88 1.090
67 C 3.0096 3.7377 -3.1793  O11 1.343, O13 1.243, O23 1.333
68 C -1.6700 -0.2632 8.3233  O6 1.428, C51 1.475, H118 1.090, H126 1.090
69 C -7.6162 -1.9217 -0.0887  O26 1.388, C36 1.544, H103 1.090, H114 1.090
70 C 2.6940 5.9408 -3.4625  O23 1.433, C58 1.517, H113 1.090, H124 1.090
71 H -1.0301 -7.1929 1.0747  C66 1.090
72 H -5.3149 0.6439 -8.7955  C37 1.090
73 H -3.4798 5.8998 1.4233  C49 1.090
74 H 3.8542 -4.1467 -4.2414  C53 1.090
75 H -3.5621 -2.0079 6.9915  C32 1.090
76 H 6.0499 -4.1493 -4.2164  C46 1.090
77 H -2.8683 5.6442 3.1054  C49 1.090
78 H 2.2127 -9.3711 -0.4807  C34 1.090
79 H -6.1511 5.3579 4.6628  C62 1.090
80 H 3.6143 -1.6208 5.5607  C54 1.090
81 H 1.2361 -8.3505 -1.6348  C34 1.090
82 H -5.7164 -3.8810 0.2615  C38 1.090
83 H 3.9075 -3.5515 -5.9545  C53 1.090
84 H -1.1024 -1.2825 1.3916  C40 1.090
85 H -0.6399 -6.8232 -0.6768  C66 1.090
86 H -4.1631 2.5877 -7.0199  C35 1.090
87 H 2.9029 4.6783 1.0451  C42 1.090
88 H -0.8705 -8.4443 -0.1955  C66 1.090
89 H -0.6588 4.9277 -3.8746  C50 1.090
90 H 0.1690 5.6432 -2.4221  C50 1.090
91 H 6.0594 -4.0521 4.0999  C60 1.090
92 H -3.4754 0.3126 7.5802  C51 1.090
93 H -5.1642 3.7915 -7.7331  C35 1.090
94 H -3.8664 4.4296 2.2411  C49 1.090
95 H -5.9322 5.9303 2.6477  C45 1.090
96 H 4.8240 5.2420 3.4335  C48 1.090
97 H 6.0210 -2.1806 -6.0340  C57 1.090
98 H 4.9982 -4.2383 6.1481  C39 1.090
99 H 0.5110 -2.4898 -0.3238  C47 1.090
100 H 0.8784 0.5990 -0.1830  C65 1.090
101 H -1.8845 -1.9611 6.3310  C32 1.090
102 H 6.3458 -3.4303 -7.2082  C57 1.090
103 H -7.9761 -2.1975 -1.0799  C69 1.090
104 H 4.9000 3.0135 3.9648  C31 1.090
105 H 3.6822 2.5529 2.7776  C31 1.090
106 H -3.5847 0.4827 -8.4578  C37 1.090
107 H -5.7805 -1.8643 -1.2425  C36 1.090
108 H -4.1978 0.5067 -10.1063  C37 1.090
109 H 0.3429 -0.5408 1.9799  C40 1.090
110 H 7.5169 -3.0819 -5.8891  C57 1.090
111 H 4.9494 -2.8337 3.5081  C60 1.090
112 H -4.2973 -2.9265 0.1954  C38 1.090
113 H 3.1874 6.5128 -4.2483  C70 1.090
114 H -8.0631 -2.6487 0.5893  C69 1.090
115 H 2.3235 4.9487 2.6801  C42 1.090
116 H -3.2410 -1.2829 5.3995  C32 1.090
117 H -4.8260 2.9748 -9.9598  C55 1.090
118 H -2.0801 0.1426 9.2481  C68 1.090
119 H -0.1155 6.5552 -3.9510  C50 1.090
120 H -1.0596 0.4436 1.4679  C40 1.090
121 H 6.1438 -2.4808 4.8269  C60 1.090
122 H 1.9092 -1.4945 -0.5818  C47 1.090
123 H -4.5206 4.9875 4.9291  C62 1.090
124 H 2.3789 6.5849 -2.6415  C70 1.090
125 H 1.4277 5.2970 -5.1274  C58 1.090
126 H -1.4056 -1.3207 8.3175  C68 1.090
127 H 3.0363 6.1687 1.7939  C42 1.090
128 H 1.2066 -8.3012 1.3480  C52 1.090
129 H -5.3657 -2.7384 1.5936  C38 1.090
130 H 3.8967 -2.3287 7.1934  C54 1.090

=====

Number 1: E -2564.76147 hartree. Number 2: E -3817.38237 hartree.